A 7-piece molecular cluster, C3H18NO7S overall. Source: the OMol25 dataset; level of theory: ωB97M-V with the def2-TZVPD basis set.

```
30
Properties=species:S:1:pos:R:3:forces:R:3
S -1.895 -2.330 -0.395 0.3719 -1.2425 0.3292
O 1.143 -2.300 -2.409 -1.4053 -0.5746 1.7216
O 1.649 1.722 0.986 -0.5536 0.1372 -0.4890
O -0.249 0.080 1.422 -0.7695 -0.1292 -0.5439
O 0.132 2.988 -1.284 -2.2930 3.7384 10.3147
O 1.005 0.382 -2.519 -0.3211 -0.7556 -2.1105
O 1.306 0.160 3.553 -0.3895 -1.8427 -1.7370
O 2.478 -1.168 0.730 0.8044 0.3262 2.4942
N -2.429 -0.279 1.776 -2.7887 -0.1472 1.1641
C -1.819 0.579 -0.359 -1.4836 -1.4670 0.3461
C -1.422 0.092 1.024 0.9280 1.2556 -1.7739
C -1.805 -0.768 -1.241 3.3360 1.4587 0.6234
H 0.803 -0.444 -3.103 0.8570 1.9416 2.1262
H 1.654 -2.362 -1.544 -1.2459 0.1588 -1.5492
H -1.326 1.496 -0.682 0.6066 -0.6646 -0.2722
H 1.197 1.093 3.558 0.0112 1.3562 0.0716
H -2.592 -0.839 -1.883 -2.2027 0.7297 -1.9762
H 1.836 -1.803 1.034 -1.1838 -0.8078 -0.8079
H -2.198 -0.619 2.652 0.9638 -0.8263 1.8949
H 0.142 -2.363 -2.145 2.3775 -0.2639 -0.0060
H 0.398 2.610 -1.985 3.2145 -4.8463 -8.1107
H -3.383 -0.604 1.558 1.3082 0.6750 -1.0082
H -0.869 -0.703 -1.853 -1.0126 -0.0216 0.4926
H -2.872 0.889 -0.308 0.0622 -0.1513 0.1806
H 1.012 0.078 -1.610 -0.0640 -0.5555 -0.0656
H 0.505 2.476 -0.468 -0.7215 1.4684 -2.1596
H 1.473 0.983 0.383 -0.1463 -0.3131 0.7448
H 0.871 -0.044 2.637 0.4569 0.4133 2.0556
H 2.707 -0.942 1.688 0.2476 0.5275 -1.7866
H 2.547 1.941 0.789 1.0354 0.4226 -0.1628
```
Positions in Å, forces in eV/Å.

As for the HOMO-LUMO gap: 6.3859 eV. Its spin multiplicity is 1. As for the net charge: -1. The calculation puts the HOMO energy at -0.1227 Ha.


A 13-piece molecular cluster, C5H38N2O13 overall. Source: the OMol25 dataset; level of theory: ωB97M-V with the def2-TZVPD basis set.

```
58
Properties=species:S:1:pos:R:3:forces:R:3
O 2.507 -1.583 -2.318 1.8818 0.3084 2.0363
O -1.886 -2.710 -2.473 -0.2612 2.5659 -0.4029
O -1.393 1.316 2.617 0.7297 1.6912 -0.7129
O 2.496 1.098 -2.530 -0.4155 1.4977 -2.2712
O -0.531 3.359 1.089 0.3400 0.8825 -0.7051
O 3.514 -0.228 1.091 -1.6548 0.2637 2.8989
O 0.453 -2.542 -3.730 0.1617 0.1513 -0.3162
O 2.251 -2.068 2.590 0.2122 0.0845 -0.5055
O 1.502 -1.639 0.050 -0.3531 0.0527 0.6138
O 0.777 -0.107 3.364 -0.9012 0.4537 -1.6013
O 1.469 2.541 -0.515 2.5007 -0.9184 -0.5808
O 2.057 1.846 2.013 -0.9139 0.7214 0.2936
O -1.609 -1.344 3.163 -1.2738 0.2334 -0.5728
N -2.168 2.885 -1.400 -1.2847 -2.7514 1.9507
N -2.603 -0.390 -0.930 0.0651 1.6478 0.7558
C 0.130 -1.277 0.040 -0.1219 -1.6819 -0.0410
C -3.229 -0.666 0.369 -0.2816 -1.3809 0.9071
C -1.532 1.653 -1.884 -0.8751 1.7437 -1.2523
C -0.157 -0.293 -1.080 1.6100 1.6058 0.0898
C -1.426 0.529 -0.830 -1.3658 -1.1587 0.4501
H -1.612 3.336 -0.677 0.3450 0.7643 0.0953
H -0.942 2.656 1.588 -0.4132 -0.6725 0.8490
H 2.370 1.698 -3.353 0.4676 -1.5592 2.1898
H -0.553 1.909 -2.241 0.5599 0.1064 -0.0178
H -1.619 -2.214 3.530 -0.0602 -0.8682 0.4311
H 0.298 3.551 1.558 -0.3145 0.0475 -0.1480
H 1.754 2.270 0.390 0.0145 0.0596 -0.0551
H 1.888 -1.743 -0.851 0.1801 -0.1460 -0.9837
H -0.632 0.805 2.885 0.6451 -0.1278 0.2497
H 0.599 2.806 -0.372 -2.3247 0.9240 0.5131
H 2.080 1.578 -1.785 0.2374 0.4315 -0.1006
H 1.491 1.225 2.502 -0.1494 0.3113 0.1130
H 2.821 -0.642 0.592 -1.0628 -0.5182 -0.6522
H -1.989 -3.421 -1.897 -0.2655 -2.3654 1.2813
H -4.069 -1.404 0.250 0.7624 0.7127 -0.1056
H 0.199 -2.287 -4.626 0.0455 -0.1707 0.2316
H 4.209 -0.135 0.526 3.2854 0.4806 -2.4256
H -0.022 -0.868 1.049 -0.5307 0.0094 -0.4516
H 3.120 -1.625 2.454 -0.5764 -0.4297 0.0471
H -2.126 -1.945 -1.882 0.2059 -0.4622 -0.7167
H 0.957 -0.025 4.264 0.3509 0.4327 2.6473
H -0.367 -2.648 -3.217 -0.2002 -0.1038 -0.2724
H 1.935 -2.215 1.658 0.4404 -0.0107 0.7558
H -3.677 0.235 0.848 0.3968 -0.3297 -0.2719
H 0.729 0.428 -1.098 -1.3546 -1.0226 -0.0324
H -0.704 -1.056 3.165 0.9512 0.0844 0.3172
H -1.392 1.007 0.163 0.0024 -0.4987 0.0156
H 1.833 -1.948 -2.846 -1.6133 -0.8335 -1.7318
H -2.490 -1.160 1.091 -0.9290 0.9519 -1.0336
H 2.536 -0.626 -2.453 -0.0039 0.3625 -0.3972
H 2.760 1.251 1.780 1.2784 -0.5598 -0.4260
H 1.353 -0.839 3.077 0.8679 -1.1505 -0.5562
H -2.100 0.724 2.726 -1.6944 -1.2400 0.3915
H -3.306 -0.078 -1.616 0.5152 -0.3447 0.3015
H -3.157 2.736 -0.996 1.7043 0.5805 -1.2341
H -0.220 -0.792 -2.047 0.0778 0.0998 0.0122
H -0.464 -2.249 -0.101 0.4255 1.4009 0.3891
H -2.113 1.323 -2.735 -0.0655 -0.3586 -0.2526
```
Positions in Å, forces in eV/Å.

Its expectation value of S² is 0.7566. As for the HOMO-LUMO gap (alpha / beta): 10.8447 / 5.1716 eV. Its spin multiplicity is 2. As for the net charge: +1. The calculation puts the HOMO energy (alpha / beta) at -0.5024 / -0.4943 Ha.


C5H11NO2 as an isolated structure. Source: the OMol25 dataset; level of theory: ωB97M-V with the def2-TZVPD basis set.

```
19
Properties=species:S:1:pos:R:3:forces:R:3
O -0.444 1.932 0.376 0.1194 -0.4221 -0.3564
O -1.545 -0.051 -1.892 0.0324 0.5815 0.5226
N -1.236 -0.152 -0.492 -0.5415 -0.4392 -1.1967
C 0.904 -0.129 0.292 -0.1345 -0.5184 -0.1378
C -0.157 0.810 0.032 -0.3571 0.2142 0.4548
C 1.818 0.202 1.447 0.0372 0.0218 -0.0753
C 1.641 -0.667 -0.940 0.0558 0.1711 -0.0309
C -2.470 -0.103 0.297 0.1993 0.1338 -0.1188
H 2.387 -0.682 1.743 -0.0430 0.0227 -0.0157
H -0.277 -0.949 -0.025 0.6665 0.4081 0.9271
H 1.257 0.558 2.311 0.0201 -0.0022 -0.0164
H -2.921 0.888 0.213 0.0231 0.0083 0.0430
H 2.197 -1.570 -0.683 -0.0704 0.0163 0.0243
H -2.216 -0.285 1.341 0.0076 -0.0403 -0.0282
H 0.979 -0.894 -1.777 -0.0413 -0.0161 0.0395
H 2.367 0.075 -1.293 0.0219 -0.0277 -0.0296
H -3.156 -0.862 -0.072 0.0877 -0.0013 0.0139
H -1.671 0.901 -2.053 -0.0711 -0.0979 -0.0372
H 2.543 0.979 1.176 -0.0121 -0.0125 0.0180
```
Positions in Å, forces in eV/Å.

As for the HOMO-LUMO gap: 8.6992 eV. Its spin multiplicity is 1. The calculation puts the HOMO energy at -0.2946 Ha.


C26H39CuN7PS4 as an isolated structure. Source: the OMol25 dataset; level of theory: ωB97M-V with the def2-TZVPD basis set.

```
78
Properties=species:S:1:pos:R:3:forces:R:3
Cu -1.135 -2.519 0.056 1.1532 -0.9753 -0.3347
S -0.939 -5.898 -0.637 0.3470 -0.2475 0.3433
S 0.575 -3.623 0.886 0.3850 0.1911 -0.2226
S -2.437 -4.552 -0.732 0.1233 0.3905 0.1662
S -0.204 -5.475 1.262 -0.2966 -0.3209 -0.1538
P 0.857 -0.048 -0.133 0.1402 0.3470 -0.2504
N 0.033 -1.229 -0.668 0.4990 0.2757 0.5586
N 2.445 -0.201 0.492 -0.4410 -0.4134 0.0493
N 1.189 0.950 -1.460 0.0057 -0.0325 -0.0649
N -2.242 -2.299 1.732 -0.7280 0.3538 0.2822
N -3.425 -1.157 0.075 -0.5438 0.3595 -0.6494
N 0.192 0.957 1.067 0.0699 -0.4214 -0.0898
N -2.529 -1.659 -0.748 -1.1418 0.3234 0.2255
C 1.063 3.259 -3.194 -0.1230 0.0249 0.1223
C 2.394 1.708 -1.718 -0.0119 0.2060 0.1125
C -0.174 2.420 -2.870 0.2061 -0.1040 -0.1127
C 4.023 -0.345 2.353 -0.0437 -0.1561 -0.0657
C 0.828 2.234 1.344 -0.0738 0.0126 0.0931
C 0.249 0.983 -2.573 -0.0603 0.1324 0.1233
C -2.107 -2.660 3.005 -0.0023 -0.0024 -0.0321
C -2.858 -0.734 -4.813 -0.0267 0.0379 -0.0194
C -3.761 -0.199 -3.904 0.0340 0.0216 -0.0615
C -4.049 -1.423 3.633 0.0702 -0.0498 0.0422
C -2.643 -1.339 -2.087 -0.2429 0.2863 -0.5553
C -0.863 2.308 3.229 -0.0012 0.0676 -0.0702
C 2.083 3.169 -2.059 0.0173 -0.1143 -0.1575
C 0.570 2.665 2.793 -0.0306 -0.0315 -0.0672
C 4.974 -1.174 1.490 -0.0135 0.1770 -0.0406
C -1.747 -1.891 -3.014 -0.0380 -0.0737 0.2548
C -2.973 -2.247 3.995 -0.0161 0.0031 0.0829
C -3.661 -0.492 -2.556 0.1247 -0.0537 0.2262
C 4.757 -0.848 0.012 -0.0757 -0.0993 0.0611
C -3.298 -1.520 1.355 0.2650 -0.5014 0.6339
C -1.759 2.143 2.005 0.1332 -0.0715 0.0538
C -1.856 -1.584 -4.355 -0.0247 0.0106 -0.0692
C -1.272 0.952 1.185 -0.0780 -0.0335 -0.0692
C 2.583 -0.582 1.907 0.2555 0.2094 -0.1319
C 3.291 -1.052 -0.359 0.1687 0.2184 0.0463
C -4.227 -1.068 2.324 -0.0071 0.0472 -0.1875
H 6.015 -1.000 1.776 -0.0094 -0.0262 0.0096
H 4.261 0.720 2.253 0.0041 0.0032 0.0301
H -4.736 -1.069 4.392 -0.0355 -0.0127 -0.0221
H 3.026 -2.108 -0.235 -0.0902 -0.0701 -0.0044
H 3.009 3.677 -2.346 0.0065 0.0141 0.0557
H -1.151 -2.013 -5.056 0.0049 -0.0123 0.0157
H -1.257 -3.299 3.216 0.0051 0.0231 0.0065
H 3.113 -0.793 -1.404 0.0061 -0.0527 0.0515
H -0.684 2.823 -1.989 -0.0293 0.0200 -0.0119
H -1.742 3.057 1.404 -0.0394 0.0289 0.0115
H -2.816 -2.553 5.020 0.0077 0.0006 -0.0101
H -2.795 1.965 2.298 -0.0159 -0.0085 -0.0333
H -4.358 -0.085 -1.839 -0.0128 0.0176 -0.0223
H -4.554 0.455 -4.247 0.0036 -0.0011 -0.0032
H 1.888 0.002 2.505 -0.0397 0.0106 -0.0246
H 1.293 2.186 3.457 0.0097 0.0095 0.0063
H -0.969 -2.547 -2.653 0.0313 0.0023 -0.0161
H 5.385 -1.488 -0.613 -0.0003 0.0342 -0.0277
H -0.604 0.360 -2.321 0.0094 -0.0181 -0.0481
H 1.897 2.126 1.167 0.0135 0.0774 -0.0335
H 4.126 -0.621 3.406 0.0062 0.0428 0.0044
H 0.790 4.301 -3.383 0.0315 -0.0031 -0.0230
H -1.260 3.072 3.901 0.0071 -0.0353 0.0477
H -5.049 -0.446 1.997 0.0001 0.0050 0.0092
H -0.878 2.429 -3.706 -0.0236 0.0100 0.0255
H 4.757 -2.235 1.652 0.0452 -0.0186 0.0146
H -1.761 0.937 0.202 0.0372 0.0253 0.0556
H 1.514 2.869 -4.114 0.0145 0.0252 -0.0208
H 0.733 3.745 2.862 0.0122 0.0019 0.0363
H 2.343 -1.639 2.052 -0.1241 -0.1478 -0.0027
H 3.044 1.654 -0.845 0.0104 -0.0115 -0.0824
H 1.687 3.667 -1.171 -0.0051 0.0174 0.0361
H 0.716 0.553 -3.473 0.0026 -0.0330 0.0132
H -2.940 -0.497 -5.867 0.0138 -0.0115 0.0023
H -0.860 1.361 3.776 -0.0126 0.0069 0.0212
H -1.566 0.036 1.700 0.0733 0.1330 -0.0537
H 2.936 1.265 -2.572 0.0250 -0.0135 -0.0003
H 5.035 0.193 -0.180 0.0252 -0.0098 -0.0205
H 0.458 3.014 0.663 0.0546 -0.0170 -0.0641
```
Positions in Å, forces in eV/Å.

Its expectation value of S² is 0.9005. As for the HOMO-LUMO gap (alpha / beta): 5.8538 / 5.6339 eV. Its spin multiplicity is 2. As for the net charge: -1. The calculation puts the HOMO energy (alpha / beta) at -0.1333 / -0.1480 Ha.


C29H22B2Br2ClF4IIrN3O3 as an isolated structure. Source: the OMol25 dataset; level of theory: ωB97M-V with the def2-TZVPD basis set.

```
68
Properties=species:S:1:pos:R:3:forces:R:3
Ir -0.224 0.255 0.102 -0.2641 1.3246 -1.6509
I -4.531 3.032 0.612 0.0301 -0.0205 0.0041
Br 2.817 6.176 1.035 -0.0199 -0.0326 -0.0028
Br 6.376 -0.739 -0.554 -0.0344 0.0110 -0.0265
Cl -6.608 -2.249 0.236 -0.0525 -0.0331 -0.0137
F 1.516 -3.667 -0.079 0.1189 -0.3914 -0.2118
F 2.671 -2.789 1.701 0.1090 -0.0894 0.0750
F 0.566 -3.715 2.009 0.0456 -0.1243 0.0712
F 0.807 -1.730 0.878 0.0507 0.0975 0.5988
O 0.477 1.212 2.881 -0.0610 -0.0896 -0.2009
O -0.889 -0.640 2.875 -0.1023 0.1354 -0.1811
O -1.904 1.218 0.107 0.3647 -0.0642 0.6162
N 0.654 2.157 0.254 0.1727 -0.4666 0.3847
N 1.816 0.014 -0.623 -0.2890 -0.2685 0.1738
N -1.569 -1.329 -0.268 0.3117 0.0504 0.4152
C 2.660 0.983 -0.219 0.0334 0.0057 0.0956
C -0.452 -0.469 6.544 0.0069 0.0441 -0.0451
C -1.674 -0.123 8.688 0.0227 -0.0102 0.0023
C -0.555 -0.322 4.185 0.0651 0.0981 0.1356
C -5.229 -1.220 0.179 0.0558 0.0358 0.0100
C 1.996 2.233 0.191 0.1102 -0.0154 -0.1806
C -3.946 -1.792 -0.051 -0.0327 0.0765 -0.0428
C 0.743 1.324 5.364 -0.0444 -0.0410 -0.0535
C -1.602 -2.407 7.704 -0.0004 0.0213 0.0140
C 2.320 -1.139 -1.070 -0.0873 0.0102 -0.3450
C 4.537 -0.424 -0.631 -0.0599 -0.0384 0.0023
C -0.045 3.258 0.546 -0.2035 0.0252 0.0400
C -2.858 -0.912 -0.066 -0.1256 0.2659 0.0007
C 0.466 -1.431 8.667 -0.0209 -0.0085 0.0005
C -0.930 -0.977 5.335 0.0537 0.0432 0.0256
C 0.261 0.790 4.191 -0.0711 -0.0893 0.1412
C -3.672 -3.159 -0.267 0.0502 0.0380 0.0371
C 0.366 0.671 6.531 -0.0469 -0.0381 -0.0044
C -4.273 0.996 0.337 0.0742 -0.0407 -0.0412
C 1.941 4.556 0.720 -0.0196 -0.0970 -0.0167
C 4.027 0.795 -0.201 -0.0739 -0.0144 -0.0495
C -2.380 -3.556 -0.489 -0.0649 0.0352 -0.0168
C -0.814 -1.109 7.884 -0.0056 -0.0141 0.0123
C -3.022 0.478 0.134 -0.1440 -0.4438 -0.3082
C 0.558 4.476 0.775 0.0470 0.0580 -0.0116
C -5.384 0.127 0.361 -0.0335 -0.1236 0.0031
C -1.343 -2.615 -0.473 0.1441 -0.0928 -0.2033
C 2.672 3.416 0.416 -0.0610 0.0261 0.0127
C 3.673 -1.398 -1.104 0.0787 0.0651 -0.0289
B -0.226 0.295 2.133 0.1465 -0.1832 0.3738
B 1.442 -3.080 1.181 -0.1124 0.2862 0.1797
H 1.112 -2.103 8.101 0.0098 -0.0168 -0.0168
H 1.616 -1.892 -1.394 0.1048 0.1059 0.0523
H -2.128 -4.591 -0.662 -0.0085 -0.0188 0.0042
H -1.806 -2.843 8.682 -0.0047 -0.0019 0.0088
H 0.728 1.067 7.470 0.0010 0.0031 0.0179
H 1.037 -0.533 8.906 0.0105 0.0119 -0.0006
H 0.210 -1.918 9.609 -0.0050 -0.0002 0.0157
H -0.051 5.339 0.998 0.0130 0.0133 0.0072
H -2.587 0.127 8.147 -0.0175 0.0007 -0.0116
H -1.044 -3.143 7.123 0.0202 -0.0175 -0.0110
H 4.027 -2.354 -1.459 0.0071 -0.0108 0.0318
H -6.371 0.532 0.531 -0.0158 -0.0146 0.0017
H -1.136 0.804 8.890 0.0065 0.0156 0.0020
H -1.557 -1.853 5.280 -0.0115 -0.0228 -0.0020
H -0.318 -2.929 -0.637 -0.2366 0.0459 0.0993
H 3.747 3.461 0.343 0.0123 0.0030 -0.0048
H 1.376 2.198 5.379 0.0298 0.0181 -0.0039
H -1.954 -0.565 9.645 -0.0007 -0.0077 0.0220
H -1.120 3.154 0.596 0.0366 -0.0466 0.0118
H -2.564 -2.235 7.218 -0.0189 0.0073 -0.0130
H -4.481 -3.876 -0.251 -0.0090 -0.0105 -0.0147
H 4.691 1.564 0.161 0.0155 0.0204 0.0139
```
Positions in Å, forces in eV/Å.

Its expectation value of S² is 0.7577. As for the HOMO-LUMO gap (alpha / beta): 6.6951 / 5.6513 eV. Its spin multiplicity is 2. As for the net charge: +1. The calculation puts the HOMO energy (alpha / beta) at -0.4043 / -0.4041 Ha.


An isolated ion of composition C2H10N3O and charge +1. Source: the OMol25 dataset; level of theory: ωB97M-V with the def2-TZVPD basis set.

```
16
Properties=species:S:1:pos:R:3:forces:R:3
O -1.267 0.465 -0.358 -0.3734 -0.8921 -0.4289
N -0.957 1.733 0.223 0.7305 -0.4454 0.0837
N -0.679 -1.695 -1.171 -1.9180 -1.0872 0.6490
N 1.280 0.433 1.195 -2.0561 1.7988 -0.8589
C 0.895 -0.706 0.281 -0.0843 -1.2805 -0.7529
C -0.166 -0.437 -0.804 -0.2430 1.0825 -0.3708
H 0.341 1.085 1.067 0.5774 -0.8834 1.0963
H 1.632 0.211 2.169 -0.5798 0.3619 -1.6442
H 0.310 -0.097 -1.782 -0.5497 0.4716 1.4019
H 1.661 -1.052 -0.449 0.4363 -0.0340 1.6635
H 1.753 1.226 0.733 1.2704 -1.0184 0.2475
H -1.189 -1.647 -2.064 0.3836 -0.1636 0.6733
H -1.186 2.453 -0.476 0.2324 -0.3494 0.3517
H -1.272 -2.257 -0.463 1.3828 1.5965 -1.3452
H 0.470 -1.533 0.908 0.8287 0.8017 -0.4155
H -1.627 1.818 0.991 -0.0378 0.0409 -0.3506
```
Positions in Å, forces in eV/Å.

As for the HOMO-LUMO gap: 10.8623 eV. Its spin multiplicity is 1. As for the SMILES: NO[C@H](N)C[NH3+]. As for the net charge: +1. The calculation puts the HOMO energy at -0.5217 Ha.


Here are the calculated E_tot numbers, same order: -30061.514 -35392.413 -10944.199 -135298.178 -216816.275 -8744.894 (eV).
Here are the calculated energy above the lowest of the compared OMol25 structures with the same formula, charge and spin numbers, same order: 235.1 151.7 489.0 0.0 155.9 409.8 (kJ/mol).